Version a
ORCA calculation (ωB97M-V/def2-TZVPD) on a gas-phase ion, C5H13N2O (charge +1).

Computed properties:
Molar mass, Da: 117.2
SMILES: C[C@H](C=O)NCC[NH3+]
LUMO, Ha: -0.131
HOMO level, eV: -13.4
Kohn-Sham gap, eV: 9.85

Structure (ORCA input):
```
! wB97M-V def2-TZVPD RIJCOSX def2/J DEFGRID3
* xyz 1 1
C 0.07 -0.31 -2.53
C 0.53 0.67 -1.45
C 1.76 0.26 -0.65
O 2.10 -0.88 -0.47
N -0.40 1.01 -0.34
C -0.95 -0.24 0.27
C -1.11 -0.01 1.76
N 0.17 -0.39 2.50
H 0.53 -1.29 -2.39
H -1.01 -0.32 -2.54
H 0.41 0.01 -3.51
H 0.80 1.61 -1.92
H 2.31 1.12 -0.21
H -1.20 1.47 -0.77
H -1.88 -0.54 -0.20
H -0.17 -1.00 0.18
H -1.30 1.03 2.02
H -1.96 -0.54 2.21
H 0.42 0.35 3.15
H 0.90 -0.73 1.87
H 0.00 -1.26 3.01
*
```

---

Version b
ORCA calculation (ωB97M-V/def2-TZVPD) on a gas-phase ion, C5H13N2O (charge +1).

Computed properties:
Molar mass, Da: 117.2
SMILES: [NH3+]CCNCCC=O
LUMO, Ha: -0.124
HOMO level, eV: -13.0
Kohn-Sham gap, eV: 9.63

Structure (ORCA input):
```
! wB97M-V def2-TZVPD RIJCOSX def2/J DEFGRID3
* xyz 1 1
N 1.94 -1.60 -0.84
C 2.60 -0.56 0.06
C 1.56 0.08 1.01
N 0.26 0.06 0.33
C -0.92 0.17 1.21
C -2.16 -0.07 0.39
C -2.41 1.04 -0.68
O -1.52 1.37 -1.43
H 2.51 -1.76 -1.68
H 1.08 -1.16 -1.20
H 1.63 -2.45 -0.35
H 3.16 0.23 -0.56
H 3.47 -1.00 0.61
H 1.47 -0.38 2.02
H 2.09 1.06 1.12
H 0.16 0.79 -0.40
H -0.97 1.15 1.79
H -0.80 -0.62 1.98
H -3.07 -0.18 1.01
H -2.19 -1.01 -0.19
H -3.44 1.32 -0.94
*
```

---

Relative energies in hartree: version a 0.0050; version b 0.0000

---

Version a
ORCA calculation (ωB97M-V/def2-TZVPD) on 6 unconnected molecules or ions with the total composition C16H44O6.

Computed properties:
Molar mass, Da: 332.5
SMILES: CC(C)O.CC(C)O.CC(C)O.CC(C)O.CC(C)O.CO
LUMO, Ha: 0.013
HOMO level, eV: -9.3
Kohn-Sham gap, eV: 9.66

Structure (ORCA input):
```
! wB97M-V def2-TZVPD RIJCOSX def2/J DEFGRID3
* xyz 0 1
C -5.72 -8.86 -23.06
C -6.74 -9.91 -23.27
C -6.27 -10.88 -24.30
O -7.12 -10.49 -21.96
H -4.75 -9.17 -22.66
H -6.17 -8.14 -22.38
H -5.60 -8.33 -24.00
H -7.60 -9.33 -23.60
H -5.76 -10.45 -25.16
H -7.13 -11.46 -24.61
H -5.50 -11.55 -23.90
H -7.75 -11.16 -22.25
C -6.58 -15.82 -17.75
C -5.26 -15.15 -18.23
C -5.53 -14.03 -19.18
O -4.58 -14.73 -17.12
H -7.22 -15.12 -17.22
H -6.41 -16.66 -17.08
H -7.06 -16.00 -18.71
H -4.61 -15.83 -18.77
H -6.30 -13.38 -18.78
H -5.88 -14.37 -20.15
H -4.63 -13.43 -19.27
H -4.81 -13.82 -16.93
C -6.19 -10.08 -15.86
C -4.96 -10.82 -15.47
C -5.23 -11.67 -14.19
O -4.65 -11.74 -16.46
H -5.95 -9.47 -16.72
H -6.51 -9.46 -15.02
H -7.00 -10.76 -16.13
H -4.21 -10.03 -15.37
H -5.55 -11.12 -13.30
H -4.41 -12.29 -13.85
H -5.98 -12.41 -14.47
H -4.68 -11.41 -17.36
C -8.31 -9.65 -19.07
C -9.07 -8.42 -19.65
C -9.45 -7.42 -18.60
O -8.17 -7.88 -20.56
H -8.11 -10.36 -19.86
H -8.75 -10.23 -18.26
H -7.38 -9.29 -18.64
H -9.91 -8.95 -20.11
H -10.15 -7.85 -17.88
H -10.09 -6.63 -18.99
H -8.54 -7.15 -18.06
H -7.76 -8.59 -21.05
C -3.35 -5.53 -19.85
C -3.08 -6.61 -18.96
C -1.73 -7.31 -19.41
O -2.86 -6.32 -17.58
H -3.42 -5.80 -20.91
H -2.54 -4.81 -19.91
H -4.28 -5.09 -19.49
H -4.00 -7.19 -18.99
H -1.55 -8.18 -18.77
H -0.88 -6.63 -19.37
H -1.91 -7.84 -20.34
H -2.06 -5.78 -17.58
C -4.18 -10.15 -19.74
O -5.21 -10.85 -19.07
H -4.35 -9.07 -19.76
H -3.18 -10.35 -19.35
H -4.24 -10.47 -20.78
H -5.98 -10.82 -19.64
*
```

---

Version b
ORCA calculation (ωB97M-V/def2-TZVPD) on 6 unconnected molecules or ions with the total composition C16H44O6.

Computed properties:
Molar mass, Da: 332.5
SMILES: CC(C)O.CC(C)O.CC(C)O.CC(C)O.CC(C)O.CO
LUMO, Ha: 0.016
HOMO level, eV: -9.3
Kohn-Sham gap, eV: 9.78

Structure (ORCA input):
```
! wB97M-V def2-TZVPD RIJCOSX def2/J DEFGRID3
* xyz 0 1
C 3.24 -2.71 -5.35
C 2.21 -1.70 -4.91
C 1.46 -2.28 -3.76
O 2.52 -0.56 -4.52
H 2.87 -3.75 -5.56
H 3.91 -2.81 -4.56
H 3.70 -2.28 -6.30
H 1.51 -1.60 -5.74
H 2.16 -2.56 -2.98
H 0.90 -3.23 -4.01
H 0.68 -1.66 -3.36
H 1.68 -0.09 -4.55
C -2.10 -0.74 2.73
C -1.65 -0.26 4.08
C -2.11 -1.20 5.23
O -0.46 -0.05 4.30
H -3.13 -0.52 2.57
H -1.85 -1.87 2.66
H -1.58 -0.32 1.94
H -2.05 0.70 4.34
H -3.23 -1.27 5.27
H -1.88 -0.59 6.10
H -1.64 -2.21 5.25
H -0.14 0.53 3.62
C 2.30 0.75 -1.56
C 1.53 1.90 -0.90
C 2.53 3.14 -0.72
O 0.45 2.23 -1.47
H 2.61 1.08 -2.53
H 1.65 -0.11 -1.72
H 3.22 0.53 -1.02
H 1.34 1.65 0.14
H 2.15 4.00 -0.09
H 2.93 3.57 -1.64
H 3.32 2.82 0.01
H -0.27 1.65 -1.27
C 1.36 -1.11 1.39
C 1.23 -2.44 0.62
C 0.01 -3.22 1.06
O 1.37 -2.32 -0.62
H 0.59 -0.50 1.09
H 2.29 -0.67 1.10
H 1.28 -1.22 2.45
H 2.10 -3.02 0.93
H 0.09 -4.27 0.73
H -0.95 -2.83 0.64
H -0.04 -3.37 2.15
H 2.20 -2.74 -0.99
C -2.59 2.85 0.23
C -2.36 3.87 1.39
C -2.73 3.34 2.73
O -1.27 4.43 1.43
H -2.14 3.05 -0.67
H -3.63 2.54 0.00
H -2.15 1.92 0.61
H -3.04 4.73 1.25
H -2.18 2.49 3.08
H -3.75 3.05 2.81
H -2.55 4.07 3.53
H -1.13 4.87 0.60
C -2.12 -0.63 -1.35
O -0.97 0.01 -0.78
H -1.85 -1.36 -2.12
H -2.81 0.14 -1.74
H -2.72 -1.14 -0.59
H -0.32 -0.71 -0.73
*
```

---

Version c
ORCA calculation (ωB97M-V/def2-TZVPD) on 6 unconnected molecules or ions with the total composition C16H44O6.

Computed properties:
Molar mass, Da: 332.5
SMILES: CC(C)O.CC(C)O.CC(C)O.CC(C)O.CC(C)O.CO
LUMO, Ha: 0.014
HOMO level, eV: -9.1
Kohn-Sham gap, eV: 9.46

Structure (ORCA input):
```
! wB97M-V def2-TZVPD RIJCOSX def2/J DEFGRID3
* xyz 0 1
C -0.31 1.66 2.65
C -1.51 1.48 3.56
C -1.74 2.81 4.28
O -2.66 1.07 3.14
H -0.44 2.55 2.02
H -0.23 0.77 2.01
H 0.60 1.71 3.23
H -1.19 0.81 4.35
H -0.87 3.25 4.71
H -2.60 2.70 4.97
H -2.14 3.56 3.62
H -2.51 0.20 2.71
C -1.57 -1.38 -2.48
C -1.14 -2.06 -1.21
C -1.52 -3.57 -1.19
O 0.07 -1.90 -0.93
H -2.66 -1.14 -2.49
H -1.37 -2.02 -3.29
H -1.01 -0.45 -2.71
H -1.74 -1.59 -0.42
H -2.60 -3.68 -1.23
H -1.09 -4.04 -0.31
H -1.04 -4.07 -2.07
H 0.25 -0.98 -0.82
C -2.78 1.25 0.09
C -2.52 2.32 -0.93
C -1.85 3.50 -0.23
O -1.75 1.94 -1.82
H -1.90 0.92 0.52
H -3.41 0.43 -0.20
H -3.40 1.65 0.88
H -3.56 2.55 -1.26
H -0.78 3.30 -0.19
H -2.17 3.72 0.82
H -2.04 4.42 -0.83
H -2.29 1.77 -2.65
C 3.20 -1.20 -2.84
C 2.25 -1.30 -3.99
C 1.45 -2.60 -4.02
O 1.40 -0.41 -4.07
H 4.02 -1.91 -2.89
H 2.74 -1.28 -1.86
H 3.68 -0.22 -2.92
H 2.76 -1.21 -4.95
H 0.74 -2.80 -3.18
H 2.22 -3.38 -4.03
H 0.88 -2.73 -4.96
H 1.16 -0.13 -3.17
C 2.51 -0.66 1.58
C 2.28 -1.74 2.63
C 1.92 -1.06 3.97
O 1.43 -2.58 2.29
H 3.06 -1.08 0.73
H 3.11 0.13 2.08
H 1.57 -0.27 1.19
H 3.14 -2.39 2.78
H 0.95 -0.60 4.07
H 2.56 -0.25 4.28
H 2.06 -1.86 4.74
H 1.70 -3.10 1.53
C 1.39 2.00 -0.76
O 0.61 0.95 -1.19
H 2.39 1.85 -1.11
H 1.36 2.09 0.37
H 1.11 2.93 -1.20
H -0.20 1.36 -1.41
*
```

---

Relative energies in hartree: version a 0.0000; version b 0.1723; version c 0.1283

---

Version a
ORCA calculation (ωB97M-V/def2-TZVPD) on 2 unconnected molecules or ions with the total composition CH3NS.

Computed properties:
Molar mass, Da: 61.1
SMILES: C#N.S
LUMO, Ha: 0.032
HOMO level, eV: -9.3
Kohn-Sham gap, eV: 10.17

Structure (ORCA input):
```
! wB97M-V def2-TZVPD RIJCOSX def2/J DEFGRID3
* xyz 0 1
C -2.00 -0.07 0.49
N -0.92 -0.42 0.39
H -2.87 0.41 0.73
S 2.54 0.16 -0.31
H 1.33 -0.16 0.16
H 1.92 0.08 -1.47
*
```

---

Version b
ORCA calculation (ωB97M-V/def2-TZVPD) on 2 unconnected molecules or ions with the total composition CH3NS.

Computed properties:
Molar mass, Da: 61.1
LUMO, Ha: 0.001
HOMO level, eV: -9.9
Kohn-Sham gap, eV: 9.97

Structure (ORCA input):
```
! wB97M-V def2-TZVPD RIJCOSX def2/J DEFGRID3
* xyz 0 1
C 2.15 -0.61 -0.55
N -1.30 -0.18 0.03
S 3.16 0.28 0.10
H -2.11 -0.01 0.60
H -0.61 0.13 0.63
H -1.30 0.37 -0.81
*
```

---

Relative energies in hartree: version a 0.0000; version b 0.0469

---

Version a
ORCA calculation (ωB97M-V/def2-TZVPD) on a molecular structure, C37H39Cl2N8O7S3Ta.

Computed properties:
Molar mass, Da: 1055.8
LUMO, Ha: -0.247
HOMO level, eV: -12.6
Kohn-Sham gap, eV: 5.92

Structure (ORCA input):
```
! wB97M-V def2-TZVPD RIJCOSX def2/J DEFGRID3
* xyz 2 1
Ta 0.23 -0.42 -0.34
S 2.09 1.07 0.26
C 3.40 -0.13 -0.05
N 4.60 0.20 -0.46
N 4.88 1.41 -0.75
C 6.10 1.78 -1.34
C 6.34 3.13 -1.56
C 7.52 3.52 -2.16
C 8.46 2.58 -2.54
C 8.21 1.23 -2.33
C 7.04 0.82 -1.73
N 3.17 -1.42 0.15
N 1.97 -1.84 0.23
C 1.85 -3.17 0.71
C 2.57 -3.54 1.84
C 2.42 -4.81 2.37
C 1.56 -5.72 1.77
C 0.87 -5.36 0.62
C 1.00 -4.09 0.09
H 4.19 2.14 -0.60
H 5.60 3.87 -1.26
H 7.71 4.57 -2.34
H 9.38 2.89 -3.00
H 8.94 0.49 -2.64
H 6.82 -0.23 -1.56
H 3.24 -2.82 2.30
H 2.97 -5.09 3.26
H 1.44 -6.71 2.19
H 0.22 -6.08 0.13
H 0.49 -3.83 -0.83
O -2.57 -4.59 3.51
C -1.71 -4.00 4.32
O -1.55 -4.33 5.46
C -0.91 -2.85 3.79
C -0.08 -2.10 4.60
N 0.50 -1.17 3.82
N 0.12 -1.25 2.55
C -0.74 -2.26 2.51
C -1.31 -2.58 1.19
O -2.20 -3.36 0.99
O -0.73 -1.87 0.23
H -2.57 -4.24 2.61
H 0.11 -2.21 5.65
H 1.16 -0.47 4.11
Cl -0.10 1.68 -1.96
C 0.33 1.22 -3.58
C 0.09 2.10 -4.61
C 0.45 1.73 -5.90
C 1.03 0.49 -6.13
C 1.25 -0.38 -5.08
Cl 1.96 -1.92 -5.38
C 0.91 -0.03 -3.77
S 1.24 -1.16 -2.46
H -0.37 3.06 -4.42
H 0.27 2.40 -6.72
H 1.32 0.20 -7.13
C -1.74 5.50 0.63
C -0.41 4.74 0.70
C -0.51 3.47 1.55
S -1.70 2.33 0.77
O -0.93 0.98 0.73
C -2.92 2.09 2.12
C -2.51 1.06 3.17
C -1.70 1.64 4.33
H -1.61 6.42 0.07
H -2.09 5.76 1.63
H -2.51 4.90 0.13
H 0.35 5.39 1.14
H -0.08 4.48 -0.30
H -0.85 3.70 2.56
H 0.43 2.92 1.59
H -3.84 1.79 1.61
H -3.07 3.09 2.54
H -1.93 0.27 2.68
H -3.41 0.60 3.54
H -0.71 1.96 4.02
H -1.58 0.87 5.10
H -2.22 2.48 4.79
O -5.25 -0.87 1.78
C -5.80 -1.34 0.56
N -6.29 -0.27 -0.27
C -5.59 0.42 -1.21
O -5.93 1.50 -1.65
C -4.36 -0.25 -1.80
C -4.42 -0.75 -3.09
C -3.26 -1.25 -3.66
C -2.07 -1.15 -2.95
N -2.00 -0.61 -1.73
C -3.14 -0.20 -1.16
H -5.96 -0.70 2.41
H -6.62 -2.04 0.75
H -5.00 -1.86 0.04
H -7.13 0.21 0.02
H -5.35 -0.77 -3.63
H -3.26 -1.69 -4.65
H -1.15 -1.51 -3.37
H -3.07 0.16 -0.14
*
```

---

Version b
ORCA calculation (ωB97M-V/def2-TZVPD) on a molecular structure, C37H39Cl2N8O7S3Ta.

Computed properties:
Molar mass, Da: 1055.8
LUMO, Ha: -0.245
HOMO level, eV: -12.8
Kohn-Sham gap, eV: 6.11

Structure (ORCA input):
```
! wB97M-V def2-TZVPD RIJCOSX def2/J DEFGRID3
* xyz 2 1
Ta 0.41 -0.66 -1.19
S 1.32 1.43 -0.26
C 2.30 0.75 1.01
N 3.27 1.40 1.65
N 3.58 2.56 1.27
C 4.59 3.34 1.89
C 4.90 4.56 1.30
C 5.88 5.35 1.87
C 6.53 4.92 3.02
C 6.21 3.70 3.60
C 5.23 2.90 3.04
N 2.05 -0.46 1.50
N 1.17 -1.18 0.91
C 0.84 -2.36 1.70
C 1.45 -2.57 2.94
C 1.15 -3.69 3.69
C 0.23 -4.62 3.23
C -0.40 -4.40 2.02
C -0.10 -3.28 1.26
H 3.10 2.99 0.47
H 4.38 4.88 0.40
H 6.13 6.30 1.42
H 7.30 5.54 3.46
H 6.72 3.38 4.49
H 4.96 1.95 3.49
H 2.17 -1.85 3.32
H 1.64 -3.84 4.64
H 0.00 -5.51 3.82
H -1.13 -5.11 1.65
H -0.63 -3.14 0.33
O 5.19 -0.39 -4.91
C 5.58 -0.86 -3.73
O 6.71 -1.16 -3.49
C 4.53 -1.01 -2.66
C 4.80 -1.55 -1.42
N 3.66 -1.53 -0.71
N 2.67 -0.99 -1.42
C 3.18 -0.68 -2.60
C 2.19 -0.17 -3.57
O 2.42 0.12 -4.71
O 0.98 -0.10 -3.00
H 4.23 -0.20 -4.96
H 5.72 -1.95 -1.02
H 3.50 -1.87 0.22
Cl -1.74 -1.97 -2.63
C -1.54 -3.69 -2.37
C -2.60 -4.53 -2.63
C -2.42 -5.88 -2.41
C -1.21 -6.36 -1.93
C -0.17 -5.48 -1.67
Cl 1.32 -6.11 -1.06
C -0.31 -4.11 -1.90
S 1.05 -3.02 -1.67
H -3.54 -4.14 -3.00
H -3.23 -6.57 -2.61
H -1.07 -7.41 -1.75
C -3.03 -0.73 4.26
C -2.65 -1.93 3.40
C -2.82 -1.68 1.90
S -1.72 -0.36 1.36
O -1.33 -0.79 -0.10
C -2.90 0.97 1.09
C -3.97 0.67 0.02
C -5.39 0.70 0.59
H -2.98 -0.99 5.32
H -4.05 -0.40 4.06
H -2.35 0.11 4.11
H -3.28 -2.79 3.65
H -1.62 -2.23 3.59
H -3.84 -1.40 1.64
H -2.52 -2.54 1.31
H -2.31 1.85 0.87
H -3.33 1.12 2.08
H -3.77 -0.30 -0.45
H -3.87 1.41 -0.77
H -5.52 -0.03 1.38
H -6.11 0.48 -0.19
H -5.61 1.69 0.99
O -4.62 4.01 -0.05
C -4.39 4.76 -1.24
N -3.08 5.36 -1.27
C -1.93 4.65 -1.37
O -0.86 5.05 -0.95
C -1.96 3.33 -2.10
C -2.42 3.19 -3.40
C -2.17 1.99 -4.05
C -1.46 1.00 -3.40
N -1.05 1.11 -2.13
C -1.30 2.27 -1.51
H -4.81 4.62 0.67
H -5.13 5.55 -1.36
H -4.50 4.05 -2.05
H -2.96 6.26 -0.83
H -2.93 4.00 -3.91
H -2.48 1.83 -5.08
H -1.17 0.12 -3.95
H -0.93 2.40 -0.51
*
```

---

Relative energies in hartree: version a 0.0332; version b 0.0000